No. 1
118
Properties=species:S:1:pos:R:3 method="wB97M-V/def2-TZVPD" gap_ev=3.94 multiplicity=1 total_charge=-1 homo_ev=-4.464
C -6.1984 -4.0311 -4.5113
O -5.7630 -3.6795 -5.8403
C -5.1672 -2.3413 -5.8768
C -3.5709 -2.4848 -5.7715
C -2.7425 -1.5964 -6.8330
C -1.9212 -0.4007 -6.0996
C -0.4752 -0.8691 -5.5664
C 0.5951 0.3464 -5.4587
C 1.8965 -0.1328 -4.6426
B 1.8428 0.1170 -3.0216
B 0.3928 0.4576 -2.2786
O -0.3362 -0.5519 -1.5185
O -0.2221 1.7955 -2.3323
C 0.1577 2.5951 -1.1901
O 2.7013 1.2554 -2.6205
C 3.4676 0.8800 -1.4694
O 2.9597 1.1448 -0.1299
C 3.8622 -0.6692 -1.7601
C 3.8337 -1.7380 -0.5657
C 3.8973 -3.2430 -1.1398
O 5.0343 -3.7750 -1.3417
C 2.6261 -4.1477 -1.4355
C 1.1470 -3.7355 -1.2064
C -0.0533 -4.7109 -1.4892
C 0.1709 -6.1733 -2.0274
C 1.6621 -6.5841 -2.2912
C 2.8539 -5.5992 -2.0066
C 5.1562 -0.6596 -2.7234
Cl 5.1204 -1.2517 -4.4735
C 6.4096 -0.1853 -2.2527
C 6.7275 0.3380 -0.7822
Cl 7.8407 -0.1533 -3.4314
O 2.6532 -1.0436 -2.5053
H -6.7183 -5.0623 -4.6053
H -6.9829 -3.3273 -4.0634
H -5.3183 -4.2007 -3.7769
H -5.6442 -1.7572 -5.0078
H -5.5391 -1.8557 -6.8477
H -3.2961 -3.5832 -5.9391
H -3.2784 -2.1025 -4.7200
H -3.4668 -1.1883 -7.6367
H -2.0259 -2.2991 -7.4091
H -1.7555 0.4459 -6.8725
H -2.5370 -0.0639 -5.1978
H -0.0473 -1.5694 -6.3873
H -0.5067 -1.5012 -4.6117
H 0.9455 0.5293 -6.5514
H 0.1358 1.3327 -5.1112
H 2.8191 0.3937 -5.1026
H 2.0263 -1.2611 -4.8333
H -1.1964 -0.1527 -1.2501
H 1.1330 3.1562 -1.4745
H 0.4220 1.9859 -0.2525
H -0.5948 3.4234 -0.9213
H 4.3717 1.5989 -1.5531
H 3.7143 0.9278 0.4756
H 4.7815 -1.5928 0.0585
H 2.8975 -1.5772 0.0898
H 0.8866 -2.7077 -0.7925
H -1.1364 -4.3804 -1.2744
H -0.6877 -6.8959 -2.2356
H 1.8662 -7.6502 -2.6799
H 3.8947 -6.0210 -2.2341
H 7.5313 1.1640 -0.9004
H 7.1806 -0.4403 -0.0806
H 5.8497 0.8293 -0.2450
O -2.8655 3.3226 1.2245
P -4.1362 4.0439 1.6890
O -3.6742 4.1028 3.2843
C -2.4137 4.6644 3.6244
C -2.4768 6.1794 3.6532
O -5.0722 2.6684 1.7305
C -4.9307 1.7164 0.6721
C -4.0860 0.5389 1.1353
O -5.5542 4.9055 2.0987
C -6.2858 4.6501 3.2917
C -6.0689 5.7975 4.2738
H -1.6303 4.3294 2.9405
H -2.1477 4.2928 4.6190
H -2.8696 6.5764 2.7130
H -1.4857 6.6019 3.8315
H -3.1410 6.5185 4.4519
H -4.5009 2.1899 -0.2148
H -5.9316 1.3704 0.3993
H -3.1825 0.8633 1.6582
H -3.8010 -0.0839 0.2859
H -4.6520 -0.0719 1.8401
H -6.0353 3.6906 3.7459
H -7.3413 4.6093 3.0111
H -5.5555 6.6456 3.8145
H -5.4869 5.4590 5.1354
H -7.0291 6.1467 4.6703
O 3.3572 1.1938 3.8616
P 2.8322 0.7552 5.2355
O 3.1160 -0.8682 4.9989
C 4.4084 -1.3084 4.6027
C 5.3532 -1.3735 5.7873
O 1.2262 0.8215 4.8060
C 0.7828 1.9079 3.9872
C 0.6218 1.4472 2.5437
O 2.2942 0.3955 6.8175
C 1.4948 -0.7443 7.1121
C 2.3401 -1.7787 7.8493
H 4.8243 -0.6691 3.8208
H 4.2955 -2.3072 4.1700
H 5.3831 -0.4197 6.3218
H 6.3629 -1.6296 5.4597
H 5.0219 -2.1342 6.4983
H 1.4763 2.7507 4.0599
H -0.1804 2.2487 4.3781
H 1.4787 0.8628 2.1993
H 0.4883 2.3043 1.8825
H -0.2516 0.7994 2.4547
H 1.0289 -1.1764 6.2256
H 0.6891 -0.4030 7.7670
H 3.3113 -1.3807 8.1531
H 2.5019 -2.6588 7.2210
H 1.8152 -2.1326 8.7438



No. 2
111
Properties=species:S:1:pos:R:3 method="wB97M-V/def2-TZVPD" gap_ev=7.35 multiplicity=1 total_charge=0 homo_ev=-7.457
Cd -0.2886 0.4059 -0.3099
C 2.4881 3.7926 1.2371
C 2.1391 2.4889 0.5718
N 1.2562 1.6559 1.0083
N 0.5567 2.0240 2.1321
C -0.3652 1.1540 2.5050
O -0.6499 0.0467 1.9474
C -1.1509 1.5863 3.7021
C -0.8640 2.7791 4.3606
C -1.6392 3.1903 5.4292
C -2.7141 2.4188 5.8496
C -3.0010 1.2265 5.2022
C -2.2211 0.8105 4.1348
C 2.9024 2.0868 -0.6293
C 3.7620 2.9910 -1.2653
C 4.5496 2.5529 -2.3118
C 4.4734 1.2217 -2.6937
C 3.5576 0.4144 -2.0383
N 2.7739 0.8272 -1.0548
H 1.9851 3.8592 2.1947
H 3.5651 3.8730 1.3826
H 2.1665 4.6319 0.6177
H -0.0328 3.3785 4.0180
H -1.4077 4.1183 5.9341
H -3.3287 2.7515 6.6753
H -3.8390 0.6207 5.5207
H -2.4433 -0.1107 3.6154
H 3.8084 4.0187 -0.9469
H 5.2194 3.2362 -2.8156
H 5.0974 0.8197 -3.4770
H 3.4561 -0.6276 -2.3147
C -2.5401 1.2387 -3.0251
Si -2.1077 1.9130 -1.2959
C -3.7820 2.0354 -0.3262
C -3.6855 2.9953 0.8626
C -4.9221 2.4907 -1.2435
C -4.1426 0.6574 0.2232
C -1.2760 3.6355 -1.6081
C -0.7887 4.2913 -0.3148
C -2.2164 4.6138 -2.3168
C -0.0569 3.3955 -2.5073
H -3.1786 1.9277 -3.5761
H -3.0686 0.2872 -2.9527
H -1.6421 1.0673 -3.6159
H -3.6064 4.0315 0.5386
H -2.8328 2.7704 1.5061
H -4.5870 2.9135 1.4762
H -4.7384 3.4682 -1.6821
H -5.8470 2.5573 -0.6635
H -5.0930 1.7865 -2.0555
H -3.3973 0.3065 0.9392
H -4.2381 -0.0798 -0.5712
H -5.1034 0.7033 0.7439
H -1.6127 4.6140 0.3138
H -0.1945 5.1790 -0.5518
H -0.1741 3.6225 0.2803
H -3.0621 4.8841 -1.6857
H -2.6038 4.2105 -3.2525
H -1.6795 5.5379 -2.5530
H 0.6413 2.6794 -2.0639
H 0.4881 4.3324 -2.6551
H -0.3416 3.0203 -3.4903
C -3.6916 -4.2634 1.8626
Te -2.3186 -2.6153 1.7280
C -2.5934 -2.4775 -0.3884
H -3.4462 -5.0384 1.1444
H -4.7037 -3.9125 1.6951
H -3.6195 -4.6774 2.8621
H -3.6408 -2.6659 -0.6083
H -1.9636 -3.1942 -0.9034
H -2.3432 -1.4703 -0.7106
C -0.6945 -5.2368 -0.6493
Si 0.9205 -4.4809 -0.0276
C 2.2913 -5.3330 -1.0167
C 0.9770 -5.0692 1.7622
As 1.1945 -2.0763 -0.2363
Si 1.7350 -2.0828 -2.5634
C 1.4043 -0.3818 -3.3377
C 0.4336 -3.1738 -3.3929
C 3.4492 -2.6887 -3.1025
Si 2.9604 -1.8477 1.3958
C 3.9918 -0.2852 1.5115
C 4.2577 -3.2120 1.2119
C 1.9744 -1.9140 3.0011
H -0.5416 -6.3179 -0.6472
H -0.9936 -4.9486 -1.6507
H -1.5112 -5.0180 0.0335
H 2.3610 -6.3750 -0.7022
H 3.2654 -4.8777 -0.8812
H 2.0690 -5.3243 -2.0801
H 0.7837 -6.1430 1.7642
H 0.1890 -4.5812 2.3352
H 1.9201 -4.9008 2.2666
H 0.9309 0.3219 -2.6510
H 0.7334 -0.5056 -4.1875
H 2.3139 0.0953 -3.6964
H -0.5732 -2.8696 -3.1039
H 0.5446 -4.2310 -3.1830
H 0.5235 -3.0390 -4.4718
H 4.0981 -2.9468 -2.2692
H 3.9511 -1.9233 -3.6928
H 3.3510 -3.5770 -3.7234
H 4.6708 -0.1418 0.6773
H 4.5865 -0.3998 2.4193
H 3.3760 0.6021 1.6190
H 4.7526 -3.1349 0.2442
H 3.8782 -4.2208 1.3092
H 5.0188 -3.0640 1.9784
H 1.0254 -1.3910 2.8675
H 2.5288 -1.4021 3.7881
H 1.7512 -2.9182 3.3426